Computed, not measured: a structure of composition C54H130N8O11Y in a non-equilibrium geometry, with ωB97M-V/def2-TZVPD.

Properties
HOMO level	-9.54	eV
E_LUMO	-0.109	Eh
gap between HOMO and LUMO	6.6	eV
calculated total energy	-93580.7330	eV
net charge	+1
multiplicity	1

Last column: Löwdin charge in e.
Geometry (Å):
Y: 7.158 -24.497 23.562  1.724
C: 5.891 -21.994 20.433  -0.064
C: 5.186 -21.899 21.800  -0.548
C: 3.668 -21.931 21.503  -0.040
O: 5.691 -22.696 22.858  -0.340
H: 5.797 -23.021 20.080  0.072
H: 6.919 -21.651 20.557  0.048
H: 5.443 -21.361 19.668  0.068
H: 5.509 -20.877 21.998  0.101
H: 3.049 -21.835 22.395  0.057
H: 3.424 -22.918 21.110  0.065
H: 3.391 -21.186 20.757  0.049
C: 7.382 -28.225 20.821  -0.074
C: 6.916 -26.771 20.657  -0.541
C: 5.518 -26.742 19.929  -0.066
O: 7.121 -25.994 21.823  -0.398
H: 6.740 -28.759 21.522  0.071
H: 8.398 -28.267 21.212  0.070
H: 7.336 -28.883 19.952  0.076
H: 7.553 -26.375 19.867  0.107
H: 4.848 -27.264 20.612  0.058
H: 5.607 -27.307 19.001  0.073
H: 5.079 -25.766 19.725  0.056
C: 3.808 -20.755 26.060  -0.112
O: 5.015 -21.363 25.595  -0.162
H: 3.105 -20.749 25.228  0.085
H: 3.258 -21.262 26.852  0.081
H: 4.078 -19.777 26.461  0.062
H: 5.075 -21.185 24.653  0.059
C: -2.320 -25.646 23.160  -0.098
C: -2.653 -24.523 24.081  -0.400
C: -1.754 -23.282 23.623  -0.170
O: -0.458 -23.659 24.103  -0.212
C: 0.470 -22.566 24.085  -0.105
N: -4.051 -24.152 23.738  0.035
H: -2.474 -25.392 22.111  0.073
H: -2.986 -26.490 23.333  0.078
H: -1.361 -26.157 23.247  0.072
H: -2.485 -24.725 25.139  0.139
H: -2.235 -22.454 24.144  0.120
H: -1.688 -23.206 22.538  0.111
H: 0.305 -21.854 24.893  0.082
H: 0.483 -22.118 23.091  0.084
H: 1.444 -22.948 24.391  0.060
H: -4.573 -25.014 23.669  0.062
H: -4.397 -23.835 24.632  0.066
C: 8.913 -22.564 15.835  -0.048
C: 7.944 -22.663 17.006  -0.407
C: 6.637 -23.427 16.629  -0.175
O: 6.855 -24.701 16.005  -0.208
C: 5.638 -25.525 15.864  -0.054
N: 8.594 -23.159 18.245  0.049
H: 8.922 -23.542 15.354  0.079
H: 9.874 -22.208 16.205  0.076
H: 8.574 -21.842 15.092  0.075
H: 7.708 -21.649 17.327  0.095
H: 6.046 -22.796 15.965  0.122
H: 6.123 -23.624 17.570  0.104
H: 5.952 -26.265 15.128  0.090
H: 4.742 -25.062 15.451  0.084
H: 5.468 -25.920 16.865  0.059
H: 8.838 -24.123 18.068  0.071
H: 9.501 -22.717 18.264  0.047
C: 6.287 -17.894 23.659  -0.051
C: 6.332 -17.669 25.170  -0.404
C: 4.957 -17.164 25.718  -0.210
O: 4.621 -15.870 25.186  -0.192
C: 3.179 -15.550 25.387  -0.060
N: 6.766 -18.882 25.841  0.046
H: 6.062 -17.038 23.024  0.079
H: 5.483 -18.587 23.410  0.064
H: 7.186 -18.330 23.222  0.062
H: 7.038 -16.904 25.493  0.139
H: 5.020 -17.079 26.803  0.121
H: 4.212 -17.893 25.400  0.097
H: 2.861 -14.527 25.183  0.084
H: 2.913 -15.696 26.434  0.075
H: 2.569 -16.273 24.844  0.076
H: 6.824 -18.801 26.847  0.076
H: 6.204 -19.721 25.795  0.025
C: 5.143 -24.444 27.768  -0.019
C: 5.605 -25.088 26.425  -0.373
C: 4.415 -25.216 25.417  -0.135
O: 4.928 -25.327 24.059  -0.335
C: 3.835 -25.379 23.059  0.000
N: 6.496 -24.105 25.863  -0.034
H: 6.006 -24.278 28.414  0.090
H: 4.301 -25.047 28.107  0.095
H: 4.780 -23.421 27.664  0.077
H: 6.035 -26.084 26.529  0.149
H: 3.786 -24.326 25.442  0.129
H: 3.822 -26.102 25.641  0.137
H: 3.514 -24.338 23.110  0.075
H: 3.041 -26.036 23.413  0.098
H: 4.208 -25.732 22.098  0.074
H: 7.037 -23.885 26.687  0.086
H: 5.854 -23.325 25.885  0.059
C: 10.141 -21.826 21.141  -0.049
C: 9.652 -22.542 22.386  -0.368
C: 8.844 -21.650 23.427  -0.229
O: 8.336 -22.397 24.432  -0.263
C: 8.925 -21.915 25.645  -0.069
N: 8.799 -23.644 21.928  -0.005
H: 10.460 -22.489 20.337  0.076
H: 10.972 -21.143 21.320  0.093
H: 9.290 -21.270 20.748  0.068
H: 10.510 -22.901 22.954  0.143
H: 7.953 -21.206 22.984  0.124
H: 9.492 -20.808 23.672  0.138
H: 9.046 -20.836 25.745  0.091
H: 9.920 -22.342 25.770  0.103
H: 8.419 -22.063 26.600  0.086
H: 8.316 -23.234 21.141  0.057
H: 9.518 -24.139 21.421  0.104
C: 0.269 -25.780 20.801  -0.022
C: -0.165 -25.387 19.376  -0.464
C: 0.807 -24.290 18.855  -0.148
C: 2.196 -24.714 18.529  -0.205
C: 2.262 -25.829 17.531  -0.144
C: 1.398 -27.002 17.970  -0.463
N: 0.024 -26.510 18.408  -0.094
O: -0.948 -27.532 18.531  -0.008
C: 1.165 -27.920 16.722  -0.036
C: 2.096 -27.866 19.042  -0.027
C: -1.568 -24.739 19.307  -0.015
H: 1.325 -25.995 20.966  0.060
H: -0.275 -26.666 21.130  0.077
H: 0.029 -24.943 21.457  0.070
H: 0.358 -23.800 17.991  0.120
H: 0.972 -23.594 19.678  0.107
H: 2.751 -24.982 19.427  0.089
H: 2.741 -23.864 18.118  0.113
H: 3.293 -26.177 17.467  0.097
H: 1.931 -25.511 16.543  0.127
H: 0.662 -28.869 16.910  0.077
H: 0.611 -27.422 15.926  0.085
H: 2.126 -28.261 16.338  0.078
H: 2.489 -27.222 19.829  0.040
H: 1.328 -28.471 19.525  0.085
H: 2.986 -28.365 18.660  0.086
H: -1.577 -24.009 20.116  0.071
H: -2.382 -25.451 19.450  0.078
H: -1.833 -24.309 18.341  0.089
H: -0.928 -27.778 19.458  0.074
C: 3.150 -20.027 16.822  -0.034
C: 1.758 -19.383 16.852  -0.466
C: 0.844 -20.419 17.508  -0.147
C: 0.935 -20.485 19.059  -0.158
C: 0.900 -19.047 19.669  -0.107
C: 1.882 -17.995 19.040  -0.499
N: 1.781 -18.069 17.567  -0.120
O: 2.514 -17.115 16.915  0.001
C: 1.378 -16.661 19.574  -0.052
C: 3.246 -18.181 19.657  -0.043
C: 1.179 -19.200 15.400  -0.023
H: 3.888 -19.295 16.494  0.068
H: 3.081 -20.877 16.143  0.087
H: 3.625 -20.357 17.746  0.060
H: -0.176 -20.183 17.206  0.117
H: 1.043 -21.401 17.079  0.106
H: 1.872 -20.983 19.306  0.069
H: 0.135 -21.114 19.446  0.100
H: 1.189 -19.141 20.716  0.108
H: -0.137 -18.729 19.566  0.117
H: 1.490 -16.585 20.655  0.085
H: 2.034 -15.885 19.177  0.079
H: 0.379 -16.277 19.368  0.089
H: 3.241 -18.110 20.745  0.087
H: 3.639 -19.178 19.456  0.050
H: 3.997 -17.530 19.209  0.080
H: 1.889 -18.756 14.703  0.074
H: 0.408 -18.430 15.382  0.085
H: 0.907 -20.152 14.943  0.084
H: 1.904 -16.374 16.924  0.107
C: 9.227 -17.465 15.340  -0.022
C: 7.911 -16.858 16.019  -0.443
C: 6.798 -17.926 15.768  -0.122
C: 6.953 -19.267 16.587  -0.165
C: 7.032 -18.890 18.121  -0.088
C: 8.158 -17.764 18.422  -0.461
N: 8.050 -16.631 17.490  -0.109
O: 9.060 -15.698 17.756  -0.010
C: 7.736 -17.214 19.839  -0.033
C: 9.470 -18.507 18.520  -0.038
C: 7.459 -15.571 15.287  -0.039
H: 9.239 -17.330 14.259  0.075
H: 9.360 -18.546 15.381  0.053
H: 10.133 -17.022 15.755  0.076
H: 5.903 -17.458 16.178  0.102
H: 6.599 -18.067 14.706  0.123
H: 7.784 -19.838 16.173  0.064
H: 6.182 -19.984 16.304  0.085
H: 7.199 -19.713 18.815  0.086
H: 6.032 -18.478 18.264  0.089
H: 6.778 -16.695 19.801  0.082
H: 7.578 -18.060 20.509  0.063
H: 8.472 -16.558 20.305  0.079
H: 9.545 -19.191 19.364  0.066
H: 9.815 -19.005 17.614  0.074
H: 10.280 -17.798 18.690  0.083
H: 7.326 -15.673 14.210  0.083
H: 8.103 -14.702 15.422  0.077
H: 6.509 -15.200 15.671  0.079
H: 8.655 -15.201 18.470  0.098

Cartesian forces (eV/Å) of the 2 atoms listed first:
-2.33 0.67 -4.04
-0.06 -1.05 0.45

***

Computed, not measured: a cluster of 12 separate species, C54H132O18 in total in a non-equilibrium geometry, with ωB97M-V/def2-TZVPD.

Properties
HOMO level	-9.30	eV
E_LUMO	0.022	Eh
gap between HOMO and LUMO	9.9	eV
calculated total energy	-94979.3969	eV
SMILES	CCCCCC.CCCCCC.CCCCCC.COCCOC.COCCOC.COCCOC.COCCOC.COCCOC.COCCOC.COCCOC.COCCOC.COCCOC
multiplicity	1

Last column: Löwdin charge in e.
Geometry (Å):
C: -0.990 2.085 -2.458  -0.083
C: -0.810 1.175 -1.230  -0.249
C: 0.311 1.357 -0.224  -0.241
C: 0.173 0.511 1.001  -0.207
C: 1.427 0.462 1.901  -0.216
C: 1.149 -0.665 2.903  -0.104
H: -1.830 1.654 -3.090  0.074
H: -0.106 2.225 -3.054  0.051
H: -1.215 3.080 -2.087  0.053
H: -1.802 1.071 -0.712  0.111
H: -0.596 0.192 -1.610  0.081
H: 0.422 2.399 0.128  0.099
H: 1.237 1.052 -0.674  0.100
H: -0.720 0.905 1.606  0.140
H: -0.003 -0.444 0.533  0.093
H: 2.345 0.235 1.387  0.088
H: 1.521 1.412 2.432  0.083
H: 0.886 -1.590 2.375  0.058
H: 2.108 -0.904 3.468  0.078
H: 0.376 -0.454 3.657  0.047
C: -2.290 -1.724 2.202  -0.086
C: -2.589 -3.095 2.857  -0.206
C: -1.366 -3.583 3.733  -0.201
C: -0.433 -4.373 2.837  -0.259
C: 0.782 -5.040 3.469  -0.285
C: 1.669 -4.183 4.300  -0.123
H: -1.692 -1.128 2.842  0.027
H: -3.279 -1.268 2.148  0.064
H: -1.813 -1.783 1.194  0.077
H: -3.416 -3.040 3.539  0.066
H: -2.809 -3.839 2.145  0.076
H: -1.697 -4.259 4.496  0.100
H: -0.835 -2.728 4.180  0.090
H: -1.082 -5.140 2.397  0.104
H: -0.135 -3.781 1.971  0.092
H: 0.272 -5.900 3.980  0.120
H: 1.336 -5.476 2.612  0.107
H: 2.602 -4.732 4.741  0.107
H: 2.081 -3.363 3.670  0.051
H: 1.145 -3.708 5.143  0.063
C: -4.893 1.748 4.104  -0.112
C: -5.094 0.975 5.424  -0.248
C: -4.860 -0.573 5.255  -0.202
C: -4.483 -1.280 6.563  -0.240
C: -4.063 -2.719 6.362  -0.275
C: -4.142 -3.656 7.582  -0.084
H: -3.901 1.591 3.726  0.029
H: -5.148 2.840 4.180  0.096
H: -5.445 1.112 3.456  0.058
H: -4.366 1.364 6.160  0.097
H: -6.083 1.116 5.863  0.101
H: -3.972 -0.691 4.598  0.098
H: -5.722 -1.066 4.841  0.108
H: -3.668 -0.736 7.072  0.102
H: -5.324 -1.220 7.243  0.110
H: -4.631 -3.093 5.529  0.092
H: -3.073 -2.647 5.970  0.068
H: -3.438 -4.482 7.568  0.064
H: -3.915 -3.131 8.519  0.075
H: -5.165 -3.968 7.655  0.061
C: -3.715 -1.433 -2.290  -0.147
O: -2.902 -2.440 -2.721  -0.215
C: -2.371 -2.320 -4.092  -0.121
C: -1.052 -1.573 -4.076  -0.236
O: -0.493 -1.653 -5.333  -0.182
C: 0.925 -1.478 -5.249  -0.064
H: -3.918 -1.550 -1.179  0.109
H: -4.721 -1.516 -2.802  0.099
H: -3.314 -0.455 -2.485  0.061
H: -3.184 -2.004 -4.749  0.116
H: -2.172 -3.332 -4.393  0.115
H: -0.365 -2.074 -3.400  0.104
H: -1.218 -0.487 -3.794  0.119
H: 1.418 -1.733 -6.203  0.102
H: 1.322 -2.152 -4.492  0.058
H: 1.209 -0.449 -5.065  0.074
C: 3.176 4.995 2.513  -0.104
O: 3.446 3.906 3.343  -0.194
C: 4.052 2.879 2.647  -0.238
C: 4.377 1.729 3.600  -0.184
O: 5.475 0.963 3.190  -0.181
C: 5.681 -0.127 3.989  -0.153
H: 2.520 5.631 3.108  0.088
H: 2.610 4.695 1.617  0.076
H: 4.149 5.475 2.233  0.110
H: 4.984 3.241 2.138  0.142
H: 3.419 2.644 1.784  0.098
H: 3.438 1.060 3.786  0.138
H: 4.690 2.184 4.564  0.136
H: 5.948 0.211 5.008  0.095
H: 6.578 -0.706 3.748  0.094
H: 4.860 -0.805 4.072  0.066
C: 4.749 1.219 -0.504  -0.113
O: 3.851 2.247 -0.637  -0.154
C: 3.404 2.405 -1.952  -0.242
C: 2.451 3.524 -2.029  -0.166
O: 3.062 4.739 -1.460  -0.178
C: 4.039 5.297 -2.358  -0.075
H: 5.225 1.245 0.462  0.083
H: 5.608 1.304 -1.164  0.089
H: 4.391 0.251 -0.808  0.066
H: 2.959 1.477 -2.385  0.129
H: 4.241 2.575 -2.587  0.100
H: 1.615 3.328 -1.355  0.102
H: 2.096 3.595 -3.059  0.097
H: 3.549 5.475 -3.319  0.087
H: 4.883 4.666 -2.420  0.067
H: 4.395 6.205 -1.961  0.071
C: 3.499 1.254 -5.298  -0.119
O: 2.333 2.050 -5.196  -0.202
C: 2.313 3.149 -6.108  -0.170
C: 1.066 4.036 -5.789  -0.186
O: 1.362 4.823 -4.669  -0.212
C: 0.269 5.326 -3.945  -0.099
H: 3.344 0.337 -4.781  0.049
H: 4.381 1.740 -4.869  0.092
H: 3.708 0.863 -6.287  0.090
H: 2.177 2.757 -7.104  0.105
H: 3.301 3.689 -6.062  0.143
H: 0.280 3.281 -5.634  0.123
H: 0.903 4.595 -6.724  0.129
H: 0.474 5.584 -2.890  0.098
H: -0.547 4.585 -3.997  0.081
H: -0.106 6.247 -4.396  0.086
C: 0.181 2.653 4.614  -0.052
O: 0.193 1.387 5.342  -0.217
C: -1.026 0.992 5.843  -0.266
C: -0.708 -0.303 6.402  -0.201
O: 0.085 -0.081 7.607  -0.169
C: 1.344 -0.755 7.449  -0.093
H: 1.157 2.747 4.155  0.053
H: 0.087 3.528 5.334  0.106
H: -0.686 2.675 3.816  0.114
H: -1.795 0.836 5.044  0.125
H: -1.346 1.839 6.526  0.155
H: -0.132 -0.823 5.641  0.093
H: -1.533 -0.967 6.731  0.121
H: 1.812 -0.470 8.356  0.074
H: 1.851 -0.410 6.563  0.076
H: 1.274 -1.855 7.438  0.087
C: -2.754 -7.263 -1.593  -0.116
O: -1.519 -6.598 -1.659  -0.191
C: -1.588 -5.307 -1.215  -0.227
C: -0.158 -4.688 -1.234  -0.165
O: 0.342 -4.336 -2.544  -0.204
C: 0.403 -5.418 -3.415  -0.124
H: -3.632 -6.827 -2.117  0.097
H: -3.143 -7.553 -0.626  0.075
H: -2.534 -8.271 -2.023  0.100
H: -1.778 -5.292 -0.145  0.111
H: -2.243 -4.642 -1.874  0.145
H: 0.544 -5.432 -0.719  0.147
H: -0.120 -3.775 -0.614  0.107
H: -0.519 -5.700 -3.916  0.085
H: 0.730 -6.326 -2.925  0.090
H: 1.024 -5.165 -4.254  0.081
C: -4.500 1.481 -5.814  -0.089
O: -3.495 1.420 -6.854  -0.202
C: -2.374 0.560 -6.551  -0.170
C: -1.461 0.524 -7.827  -0.140
O: -0.790 1.807 -7.978  -0.185
C: -0.212 1.988 -9.204  -0.169
H: -5.260 2.207 -6.235  0.105
H: -4.063 1.818 -4.865  0.070
H: -4.936 0.481 -5.629  0.081
H: -2.682 -0.487 -6.463  0.105
H: -1.869 0.854 -5.622  0.111
H: -2.072 0.311 -8.668  0.103
H: -0.707 -0.311 -7.874  0.132
H: 0.117 3.037 -9.237  0.090
H: -0.892 1.894 -10.002  0.066
H: 0.696 1.378 -9.468  0.102
C: -0.333 5.007 1.597  -0.089
O: -1.473 4.189 1.797  -0.185
C: -2.175 3.847 0.634  -0.216
C: -3.377 3.037 1.035  -0.125
O: -3.938 2.322 -0.157  -0.212
C: -4.940 2.995 -0.839  -0.144
H: 0.167 5.056 2.547  0.065
H: -0.616 6.064 1.383  0.107
H: 0.423 4.638 0.928  0.065
H: -1.494 3.252 0.047  0.082
H: -2.481 4.703 0.048  0.132
H: -4.187 3.615 1.529  0.125
H: -3.130 2.230 1.773  0.114
H: -5.769 2.426 -1.279  0.086
H: -4.486 3.570 -1.685  0.093
H: -5.355 3.712 -0.144  0.072
C: 5.288 -2.568 -3.240  -0.133
O: 4.469 -2.849 -2.150  -0.177
C: 3.269 -2.073 -2.326  -0.194
C: 2.490 -2.349 -1.099  -0.247
O: 2.978 -1.678 -0.014  -0.190
C: 3.752 -2.431 0.913  -0.056
H: 4.942 -2.984 -4.186  0.087
H: 6.295 -2.896 -2.931  0.097
H: 5.374 -1.441 -3.355  0.097
H: 2.838 -2.415 -3.275  0.102
H: 3.462 -0.997 -2.524  0.111
H: 2.469 -3.419 -0.922  0.121
H: 1.415 -2.158 -1.339  0.125
H: 4.528 -3.021 0.383  0.093
H: 3.039 -3.219 1.356  0.104
H: 4.175 -1.819 1.687  0.071

Cartesian forces (eV/Å) of the 2 atoms listed first:
-0.74 -0.37 0.69
-0.96 -0.71 0.06

***

Question: The highest E_LUMO belongs to which entry?
Answer: C54H132O18

***

Question: Number 1 is which compound?
Answer: C54H130N8O11Y

***

Question: Among the records above, which one has the highest E_LUMO?
Answer: C54H132O18

***

Question: Among the records above, which one has the lowest HOMO level?
Answer: C54H130N8O11Y